[1]
DFT (wB97M-V/def2-TZVPD) results for C36H28GeN3S2Ti as an isolated structure at a distorted geometry.

The geometry in XYZ format:
```
71
Properties=species:S:1:pos:R:3:forces:R:3
Ti 0.44670 0.10760 0.36670 -3.228 -3.128 0.225
C 4.96150 -2.75790 0.45900 0.111 -0.029 0.032
C 3.60650 -2.96730 0.69070 0.041 -0.115 -0.029
C 2.73520 -1.90350 0.72460 -0.236 0.490 0.047
C 3.20130 -0.58670 0.50660 1.377 -1.165 0.092
C 4.58260 -0.38380 0.32980 -0.641 0.375 -0.026
C 5.43780 -1.46440 0.29430 0.090 -0.383 0.024
N 2.26720 0.39120 0.46370 0.473 0.967 -0.147
N 2.64750 1.71610 0.38260 0.805 0.789 0.215
C 1.63510 2.51240 0.18550 0.333 -0.236 -0.071
C 1.79970 3.93610 0.17340 -0.150 0.413 -0.002
C 0.73070 4.74100 -0.04090 0.355 -0.148 0.055
C -0.55020 4.17660 -0.28600 -0.298 -0.518 -0.032
C -0.67140 2.81650 -0.25650 -1.053 1.007 -0.293
N 0.35480 1.99170 -0.01280 0.765 1.370 0.012
H 5.64040 -3.59710 0.42650 0.077 -0.074 0.001
H 3.23590 -3.97370 0.84840 -0.026 0.036 0.004
H 1.66630 -2.04660 0.94090 0.410 -0.141 -0.045
H 4.93780 0.62970 0.21080 0.017 0.015 -0.065
H 6.49650 -1.31270 0.12420 0.036 0.081 0.033
H 2.78830 4.32440 0.36610 0.058 0.009 0.006
H 0.83590 5.81750 -0.02380 0.107 0.054 -0.011
H -1.40630 4.80200 -0.48340 -0.081 -0.021 -0.024
H -1.63080 2.32480 -0.44020 0.284 0.174 0.128
S -1.92800 -0.01040 1.37470 0.466 -0.656 -0.664
C -2.46740 -1.51600 0.56490 -0.070 0.233 -0.027
C -3.55300 -2.17490 1.11420 -0.133 -0.069 0.040
C -4.00910 -3.36340 0.57500 -0.091 -0.121 -0.051
C -3.36740 -3.88600 -0.53640 -0.092 -0.160 0.049
C -2.28510 -3.23570 -1.09230 0.117 0.119 -0.023
C -1.80310 -2.03990 -0.55390 -0.442 -0.081 0.191
S -0.44030 -1.27840 -1.34200 0.412 0.225 -0.173
H -4.02080 -1.74580 1.98790 -0.099 0.001 0.095
H -4.84610 -3.89120 1.01070 -0.054 0.034 0.081
H -3.70520 -4.82050 -0.96180 -0.031 -0.077 -0.065
H -1.78270 -3.64980 -1.95580 0.023 -0.019 -0.043
C -0.33120 -0.53940 1.97010 0.153 0.719 0.390
Ge -0.18820 -0.52560 3.87320 0.214 0.052 0.421
C 1.75680 -0.52410 4.31000 -0.613 -0.063 -0.160
C 2.46320 -1.33290 5.18730 -0.142 -0.124 0.125
C 3.82590 -1.15440 5.37410 0.176 -0.106 0.090
C 4.50410 -0.16260 4.68460 0.064 -0.012 0.024
C 3.81120 0.65710 3.80860 0.072 0.062 -0.049
C 2.45360 0.46950 3.62780 -0.313 0.267 -0.110
C -0.79550 1.26050 4.55330 0.119 -0.708 -0.381
C -0.92770 2.30720 3.65120 0.032 -0.114 -0.354
C -1.30860 3.56800 4.07320 0.014 0.189 -0.026
C -1.53380 3.80440 5.41920 -0.068 0.104 0.019
C -1.39420 2.77000 6.33100 -0.024 0.074 0.206
C -1.03260 1.50640 5.89850 0.026 -0.172 -0.020
C -1.33380 -1.92570 4.73390 0.504 0.480 -0.433
C -2.71180 -1.74260 4.74300 0.011 0.242 -0.005
C -3.56270 -2.71700 5.23460 -0.192 -0.005 0.048
C -3.04470 -3.89080 5.75640 -0.014 -0.036 0.022
C -1.67580 -4.09490 5.73060 -0.009 -0.251 0.125
C -0.83530 -3.13430 5.19890 0.307 0.109 0.031
H 1.94800 -2.10430 5.74430 0.027 -0.070 0.064
H 4.36840 -1.79570 6.05860 -0.027 -0.024 0.023
H 5.56930 -0.02850 4.82930 0.001 -0.015 0.002
H 4.32340 1.43790 3.26350 0.012 0.023 -0.073
H 1.89970 1.11130 2.94480 0.255 0.005 0.083
H -0.72870 2.12680 2.59400 -0.048 0.099 0.182
H -1.42490 4.36200 3.34760 0.026 0.070 -0.024
H -1.81840 4.79240 5.75800 -0.023 0.025 0.015
H -1.56650 2.94950 7.38400 -0.018 0.027 0.067
H -0.92510 0.69630 6.60880 -0.033 -0.022 0.136
H -3.11690 -0.81730 4.35600 -0.118 0.098 -0.026
H -4.63350 -2.56040 5.21330 -0.046 0.036 0.033
H -3.69880 -4.64170 6.18110 -0.029 -0.020 -0.043
H -1.26100 -5.00970 6.12980 0.040 -0.108 -0.004
H 0.22930 -3.32270 5.14500 0.031 -0.083 0.059
```
Positions in Å, forces in eV/Å.

## Properties
* E: -5275.760764 Eh
* net charge: -1
* HOMO-LUMO gap: 6.592 eV
* E_HOMO: -0.1435 hartree

Atomic partial charges in e from the Löwdin method, atoms 1 to 8: Ti 0.5653; C -0.1277; C -0.0989; C -0.0482; C -0.2948; C -0.0389; C -0.1148; N -0.2006

***

[2]
DFT (wB97M-V/def2-TZVPD) results for a 2-piece molecular cluster, C3H8NO2S overall at a distorted geometry.

The geometry in XYZ format:
```
15
Properties=species:S:1:pos:R:3:forces:R:3
O -0.89877 -2.92186 3.13122 -0.159 0.084 -0.094
C -1.46040 -2.20765 2.31541 -0.078 0.405 -0.075
N -0.87578 -1.23787 1.57607 -0.022 -1.119 0.471
C -1.51185 -0.67526 0.39726 -0.129 -0.025 -0.061
C -0.69378 -0.84599 -0.86286 1.448 -0.180 -0.516
S 1.09472 -0.41313 -0.80968 -0.003 0.484 0.514
H -2.55510 -2.26162 2.13850 0.070 -0.133 0.049
H 0.13671 -1.32996 1.59115 0.141 0.606 -0.466
H -1.75104 0.37732 0.56703 0.159 0.081 -0.033
H -2.45887 -1.20888 0.24674 -0.078 0.122 0.165
H -1.11756 -0.25984 -1.67845 -0.404 -0.199 0.049
H -0.57737 -1.89350 -1.14854 -0.957 -0.104 -0.004
H 4.31619 5.26873 -3.21679 0.192 -0.451 0.776
H 3.77336 4.78182 -1.86444 -0.152 -0.125 0.070
O 4.57954 4.82769 -2.38261 -0.029 0.556 -0.846
```
Positions in Å, forces in eV/Å.

## Properties
* E: -722.573280 Eh
* net charge: -1
* HOMO-LUMO gap: 5.636 eV
* E_HOMO: -0.0968 hartree

Atomic partial charges in e from the natural (NBO) method, atoms 1 to 8: O -0.6532; C 0.5333; N -0.6131; C -0.2253; C -0.5449; S -0.7324; H 0.0750; H 0.4283

***

- Number 1 is which compound?
  C36H28GeN3S2Ti